Below is a molecular structure, C23H31FIIrN5O4, with properties calculated with ωB97M-V/def2-TZVPD.

Output
2S+1: 2
Highest occupied orbital energy (spin up / spin down) in eV: -17.76 / -17.76
Gap between HOMO and LUMO (spin up / spin down) in eV: 6.03 / 3.46
Max |F| in eV Å⁻¹: 0.72
Charge: +4
DFT total energy in Ha: -1970.1584

XYZ file:
```
66
C23H31FIIrN5O4, DFT ωB97M-V/def2-TZVPD
Ir 0.00450 -1.40713 3.31893
C 1.91599 3.84871 -1.93875
C 2.72008 2.57448 -1.76773
N 1.98851 1.54529 -0.97092
C 2.28208 1.42789 0.31110
C 1.62858 0.56691 1.18602
C 2.12316 0.58560 2.58456
O 3.03284 1.26565 2.95617
O 1.53132 -0.21922 3.51079
C 0.59159 -0.21752 0.68633
O -0.10221 -1.07908 1.41999
C 0.24602 -0.09249 -0.68679
C -0.81705 -0.83370 -1.24675
C -1.13736 -0.69055 -2.55364
F -2.19289 -1.35472 -3.02850
C -0.41611 0.17189 -3.44629
C 0.63776 0.90083 -2.88123
C 0.95422 0.79853 -1.52610
N -0.73296 0.26747 -4.76922
C -0.19881 1.34287 -5.60754
C -1.26052 1.85269 -6.56648
N -1.70009 0.75468 -7.51561
C -1.38205 -0.61779 -6.97605
C -1.61710 -0.68115 -5.48028
H 2.51342 4.57020 -2.49460
H 1.67520 4.29134 -0.97224
H 0.98329 3.68677 -2.47890
H 3.64350 2.76533 -1.22607
H 3.01009 2.11813 -2.71202
H 3.08458 2.04674 0.69445
H -1.39249 -1.51211 -0.63417
H 1.25416 1.51175 -3.51670
H 0.69319 1.01052 -6.14731
H 0.08757 2.19105 -4.99094
H -0.87853 2.68328 -7.15568
H -2.14661 2.18846 -6.03201
H -1.25789 0.87261 -8.42994
H -2.70473 0.83589 -7.68590
H -0.34971 -0.83766 -7.23911
H -2.02090 -1.33665 -7.48487
H -1.39098 -1.70076 -5.17628
H -2.66502 -0.49437 -5.23667
I 3.25239 -5.31016 6.77764
C 2.28954 -3.73005 6.06940
C 2.31441 -2.41784 6.60305
N 1.54033 -1.68477 5.84010
N 0.98233 -2.40985 4.81173
C 1.43244 -3.63655 4.93024
H 2.83815 -2.01022 7.45702
H 1.35743 -0.68712 5.88880
H 1.13803 -4.41445 4.24132
C -2.30334 -2.71041 3.99314
C -2.04174 -1.88365 5.24276
O -1.15600 -0.78683 4.85117
C -1.81468 0.56063 4.85608
C -1.11431 1.55187 3.97155
H -2.61281 -3.72981 4.22235
H -1.31486 -2.86781 3.47228
H -3.01664 -2.27026 3.30101
H -1.54167 -2.45452 6.02303
H -2.95072 -1.45820 5.66170
H -1.79216 0.86985 5.89953
H -2.84877 0.40312 4.55171
H -0.10740 1.77791 4.32072
H -1.69551 2.47467 3.98941
H -1.07208 1.22381 2.93120
```

In elementary charge units, the natural (NBO) charges are: number 1, Ir, carries 1.344; number 2, C, carries -0.630; number 3, C, carries -0.214; number 4, N, carries -0.258; number 5, C, carries 0.197; number 6, C, carries -0.316; number 7, C, carries 0.775; number 8, O, carries -0.507; number 9, O, carries -0.703; number 10, C, carries 0.439; number 11, O, carries -0.691; number 12, C, carries -0.083; number 13, C, carries -0.218; number 14, C, carries 0.360; number 15, F, carries -0.296; number 16, C, carries 0.285; number 17, C, carries -0.338; number 18, C, carries 0.212; number 19, N, carries -0.413; number 20, C, carries -0.245; number 21, C, carries -0.236; number 22, N, carries -0.497; number 23, C, carries -0.242; number 24, C, carries -0.241; number 25, H, carries 0.264; number 26, H, carries 0.234; number 27, H, carries 0.211; number 28, H, carries 0.242; number 29, H, carries 0.224; number 30, H, carries 0.272; number 31, H, carries 0.261; number 32, H, carries 0.241; number 33, H, carries 0.223; number 34, H, carries 0.248; number 35, H, carries 0.264; number 36, H, carries 0.243; number 37, H, carries 0.456; number 38, H, carries 0.452; number 39, H, carries 0.241; number 40, H, carries 0.270; number 41, H, carries 0.258; number 42, H, carries 0.228; number 43, I, carries 0.969; number 44, C, carries -0.401; number 45, C, carries 0.108; number 46, N, carries -0.274; number 47, N, carries -0.257; number 48, C, carries 0.057; number 49, H, carries 0.298; number 50, H, carries 0.479; number 51, H, carries 0.275; number 52, C, carries -0.572; number 53, C, carries -0.083; number 54, O, carries -0.508; number 55, C, carries -0.061; number 56, C, carries -0.661; number 57, H, carries 0.294; number 58, H, carries 0.126; number 59, H, carries 0.264; number 60, H, carries 0.214; number 61, H, carries 0.248; number 62, H, carries 0.231; number 63, H, carries 0.211; number 64, H, carries 0.238; number 65, H, carries 0.283; number 66, H, carries 0.207